Entry 1:
{"formula": "C53H40N5O8P2S2TcTe", "method": "ωB97M-V/def2-TZVPD", "symbols": ["Tc", "C", "C", "N", "N", "C", "S", "S", "C", "C", "C", "C", "C", "C", "C", "C", "C", "C", "C", "C", "C", "O", "H", "H", "H", "H", "H", "H", "H", "H", "H", "H", "H", "H", "H", "H", "O", "C", "O", "C", "C", "C", "C", "C", "C", "O", "N", "O", "O", "N", "O", "O", "H", "H", "Te", "C", "C", "C", "N", "C", "C", "C", "P", "C", "C", "C", "C", "C", "C", "C", "C", "C", "C", "C", "C", "P", "C", "C", "C", "C", "C", "C", "C", "C", "C", "C", "C", "C", "H", "H", "H", "H", "H", "H", "H", "H", "H", "H", "H", "H", "H", "H", "H", "H", "H", "H", "H", "H", "H", "H", "H", "H"], "coordinates": [[-0.700, -1.045, -0.621], [1.422, 0.736, -2.786], [2.043, 0.403, -1.439], [1.828, -0.760, -0.977], [2.688, -1.248, -0.008], [2.146, -2.239, 0.610], [0.466, -2.670, 0.642], [3.144, -3.304, 1.612], [4.487, -2.181, 2.099], [4.052, -1.118, 3.076], [3.864, 0.194, 2.656], [3.449, 1.172, 3.556], [3.206, 0.848, 4.885], [3.396, -0.464, 5.312], [3.819, -1.433, 4.415], [2.961, 1.405, -0.800], [4.153, 1.775, -1.418], [4.979, 2.744, -0.867], [4.598, 3.372, 0.312], [3.409, 3.027, 0.940], [2.605, 2.041, 0.385], [1.451, 1.591, 0.990], [1.634, -0.073, -3.483], [0.338, 0.808, -2.726], [1.818, 1.677, -3.175], [5.214, -2.853, 2.556], [4.914, -1.748, 1.199], [4.044, 0.443, 1.616], [3.332, 2.193, 3.213], [2.873, 1.608, 5.584], [3.215, -0.728, 6.349], [3.957, -2.457, 4.748], [4.432, 1.276, -2.341], [5.909, 3.009, -1.356], [5.226, 4.135, 0.755], [3.117, 3.522, 1.856], [-4.297, -2.230, -2.165], [-3.102, -2.152, -1.982], [-2.540, -1.099, -1.397], [-2.206, -3.253, -2.465], [-2.772, -4.478, -2.686], [-2.027, -5.498, -3.262], [-0.750, -5.267, -3.715], [-0.191, -4.022, -3.547], [-0.845, -2.984, -2.817], [-0.256, -1.895, -2.480], [1.148, -3.831, -4.141], [1.497, -2.708, -4.434], [1.832, -4.826, -4.329], [-2.631, -6.822, -3.458], [-1.960, -7.693, -3.985], [-3.778, -6.985, -3.082], [-3.808, -4.638, -2.423], [-0.192, -6.044, -4.210], [-1.294, 1.559, 4.306], [-3.000, 2.801, 4.237], [-4.008, 2.633, 5.176], [-5.121, 3.463, 5.125], [-5.292, 4.426, 4.215], [-4.313, 4.571, 3.313], [-3.162, 3.795, 3.283], [-1.015, 1.297, 2.257], [0.030, 2.261, 1.378], [0.413, 3.837, 2.185], [1.093, 3.856, 3.408], [1.408, 5.058, 4.022], [1.054, 6.261, 3.417], [0.387, 6.255, 2.202], [0.067, 5.048, 1.587], [-0.755, 2.764, -0.165], [-2.143, 2.923, -0.154], [-2.802, 3.428, -1.268], [-2.079, 3.794, -2.395], [-0.696, 3.669, -2.401], [-0.037, 3.169, -1.286], [-1.580, -0.260, 1.460], [-3.417, -0.030, 1.586], [-4.092, -0.158, 2.803], [-5.435, 0.178, 2.916], [-6.135, 0.637, 1.807], [-5.486, 0.748, 0.585], [-4.137, 0.422, 0.476], [-1.329, -1.531, 2.762], [-2.168, -2.643, 2.770], [-1.929, -3.703, 3.637], [-0.840, -3.664, 4.498], [0.019, -2.572, 4.472], [-0.222, -1.518, 3.603], [-3.945, 1.857, 5.933], [-5.925, 3.336, 5.846], [-4.454, 5.357, 2.575], [-2.412, 3.968, 2.522], [1.380, 2.927, 3.877], [1.932, 5.057, 4.971], [1.303, 7.203, 3.895], [0.115, 7.190, 1.725], [-0.459, 5.055, 0.640], [-2.704, 2.623, 0.723], [-3.881, 3.529, -1.252], [-2.592, 4.176, -3.270], [-0.127, 3.954, -3.278], [1.040, 3.110, -1.293], [-3.567, -0.531, 3.671], [-5.936, 0.082, 3.875], [-7.186, 0.890, 1.894], [-6.031, 1.072, -0.295], [-3.652, 0.488, -0.484], [-3.005, -2.690, 2.082], [-2.588, -4.565, 3.629], [-0.650, -4.490, 5.174], [0.896, -2.549, 5.108], [0.496, -0.703, 3.545]], "charge": -1, "e_homo_ev": [-4.83, -4.73], "relative_energy_ev": 0.000, "multiplicity": 2}

***

Entry 2:
{"formula": "C3H7NOS", "method": "ωB97M-V/def2-TZVPD", "symbols": ["C", "C", "C", "N", "O", "S", "H", "H", "H", "H", "H", "H", "H"], "coordinates": [[1.083, 0.443, -0.186], [1.474, -1.005, -0.403], [-0.043, 1.112, -0.406], [-2.432, 0.344, 0.366], [-2.198, 1.944, -1.611], [-1.660, 0.680, -1.156], [1.883, 1.033, 0.248], [2.508, -1.142, -0.088], [1.373, -1.290, -1.444], [0.857, -1.658, 0.209], [-0.080, 2.169, -0.189], [-3.428, 0.243, 0.200], [-2.071, -0.518, 0.755]], "e_homo_ev": -8.91, "relative_energy_ev": 2.419}

***

Entry 3:
{"formula": "C18H20Br2LuN6O5", "method": "ωB97M-V/def2-TZVPD", "symbols": ["Lu", "N", "C", "C", "N", "C", "C", "N", "H", "H", "H", "H", "H", "H", "H", "H", "H", "H", "H", "H", "H", "Br", "C", "C", "C", "Br", "C", "C", "C", "C", "N", "C", "C", "O", "H", "H", "H", "H", "O", "C", "O", "C", "C", "N", "N", "C", "C", "O", "O", "H", "H", "H"], "coordinates": [[-0.110, 0.203, -0.138], [-1.504, -1.473, 0.888], [-2.947, -1.170, 0.720], [-3.183, 0.297, 0.599], [-2.303, 0.830, -0.473], [-2.876, 0.753, -1.866], [-2.599, -0.678, -2.483], [-1.291, -1.223, -2.154], [-1.371, -2.389, 0.479], [-1.374, -1.608, 1.873], [-3.548, -1.598, 1.517], [-3.296, -1.650, -0.182], [-2.932, 0.846, 1.464], [-4.288, 0.492, 0.365], [-2.145, 1.815, -0.313], [-2.325, 1.558, -2.397], [-3.921, 1.068, -1.833], [-2.881, -0.547, -3.529], [-3.437, -1.314, -2.116], [-0.693, -1.029, -2.960], [-1.261, -2.257, -2.170], [-2.795, 1.903, 3.675], [-1.019, 1.353, 3.819], [-0.512, 1.239, 5.122], [0.805, 0.821, 5.244], [1.699, 0.801, 6.939], [1.540, 0.252, 4.089], [2.771, -0.419, 4.145], [3.227, -1.087, 3.031], [2.515, -1.011, 1.803], [1.448, -0.227, 1.692], [1.000, 0.480, 2.791], [-0.270, 1.142, 2.668], [-0.612, 1.552, 1.447], [-1.007, 1.622, 5.975], [3.413, -0.390, 5.018], [4.121, -1.694, 3.036], [2.902, -1.483, 0.914], [2.580, 1.826, -5.328], [3.134, 0.734, -4.941], [4.085, 0.220, -5.523], [2.695, 0.047, -3.696], [3.063, -1.187, -3.202], [2.270, -1.474, -2.090], [1.575, -0.392, -1.693], [1.719, 0.537, -2.729], [0.968, 1.718, -2.553], [0.801, 2.425, -3.582], [0.390, 1.853, -1.395], [1.741, 2.106, -4.738], [3.763, -1.844, -3.679], [2.272, -2.350, -1.548]], "charge": 1, "e_homo_ev": -10.72}

***

Entry 4:
{"formula": "C5H14N2O", "method": "ωB97M-V/def2-TZVPD", "symbols": ["C", "O", "C", "C", "C", "C", "N", "N", "H", "H", "H", "H", "H", "H", "H", "H", "H", "H", "H", "H", "H", "H"], "coordinates": [[0.323, 1.744, 0.388], [-0.658, 2.601, 0.969], [0.235, 0.363, 1.251], [-0.290, -0.820, 0.486], [0.594, -1.300, -0.622], [-0.021, -1.679, -1.794], [0.571, -2.047, -3.109], [-0.653, 0.753, 2.459], [-0.034, 1.360, -0.665], [1.242, 2.136, 0.187], [-0.428, 3.562, 0.900], [1.291, 0.203, 1.496], [-1.320, -0.522, 0.037], [-0.508, -1.666, 1.126], [1.725, -1.363, -0.560], [-1.109, -1.694, -1.753], [-0.090, -2.411, -3.825], [1.367, -2.657, -2.749], [1.018, -1.328, -3.618], [-0.545, 1.803, 2.464], [-0.182, 0.378, 3.333], [-1.633, 0.607, 2.167]], "charge": 2, "e_homo_ev": -17.93, "relative_energy_ev": 1.776, "smiles": "[NH3+]/C=C/C[C@H]([NH3+])CO"}

***

Number 1: energy -4747.19494 a.u., strongest force on any atom 0.97 eV Å⁻¹. Number 2: energy -646.62307 a.u., strongest force on any atom 2.00 eV Å⁻¹. Number 3: energy -7786.20558 a.u., strongest force on any atom 5.73 eV Å⁻¹. Number 4: energy -382.97367 a.u., strongest force on any atom 6.12 eV Å⁻¹.